The following is a quantum chemistry calculation of a structure of composition C20H43AlCsF5LiN3NaO18PS3 at a distorted geometry, from the Open Molecules 2025 dataset.

```
97
Properties=species:S:1:pos:R:3:forces:R:3:lowdin_charge:R:1
C 6.05639 -0.43997 1.17774 0.51 -0.12 -0.40 -0.12
C 4.97839 -0.84737 0.11830 0.08 0.82 0.18 -0.14
C 3.50961 -0.57142 0.59529 0.11 -0.40 -1.38 -0.22
F 2.87604 -0.02429 -0.54072 -0.15 -0.79 1.34 -0.02
C 2.88319 -1.98118 1.00079 0.26 1.45 0.38 -0.11
O 3.88234 -2.50603 1.97412 -0.86 0.91 2.37 -0.22
S 3.50558 -1.91625 3.49536 -0.81 0.08 3.97 0.74
O 4.11256 -0.64330 3.92408 -0.92 -2.47 -2.09 -0.25
O 3.40364 -2.90900 4.59942 0.83 1.42 -3.47 -0.26
O 1.86811 -1.59253 3.17991 3.03 -1.06 -1.66 -0.29
C 1.52571 -2.09660 1.83906 -0.62 -0.01 -0.56 -0.33
C 1.21641 -3.61469 2.05155 -0.94 -0.12 -0.12 -0.19
N 0.85143 -4.31033 0.79421 0.42 0.04 0.45 0.04
C 0.27038 -1.22481 1.45433 -3.61 1.72 -0.95 -0.15
C 0.31735 0.34839 1.25186 -4.33 -3.41 -0.21 0.00
C -1.03600 1.04815 0.88627 0.99 -2.68 0.73 -0.10
N -2.33796 0.44370 0.74798 4.00 -2.64 1.53 -0.02
C -2.36316 -0.98050 0.93550 3.33 0.40 0.81 -0.14
C -1.15443 -1.93233 1.27348 0.97 5.85 -0.22 -0.02
H 6.85281 0.20412 0.73151 -0.63 -0.52 0.22 0.08
H 5.64996 0.11763 2.04922 0.22 -0.63 -0.48 0.08
H 6.59351 -1.36555 1.51757 -1.44 1.41 -0.51 -0.06
H 5.13809 -0.20769 -0.78054 -0.38 -0.48 0.63 0.14
H 5.07515 -1.90186 -0.23097 0.07 0.74 0.37 0.12
H 3.44351 0.18742 1.40275 0.05 -0.52 -0.29 0.14
H 3.01192 -2.65301 0.13051 -0.63 0.33 0.50 0.17
H 2.02734 -4.15517 2.58893 -0.24 0.81 -0.24 0.12
H 0.31144 -3.66786 2.70642 0.76 0.12 -0.30 0.13
H 1.53447 -4.14794 0.05698 -0.10 0.07 0.11 0.07
H 0.92991 -5.30323 1.00838 -0.24 0.12 -0.26 0.08
H 1.25443 0.91865 1.36549 -0.74 -0.21 -0.17 0.09
H -0.98005 2.15309 0.71746 -0.02 -0.95 -0.03 0.08
H -3.35242 -1.47031 0.84920 0.73 0.49 0.03 0.10
H -1.29474 -3.01730 1.38191 0.08 0.75 -0.19 0.08
F -0.25151 1.71640 4.20046 1.28 -0.01 0.29 -0.20
Al 1.28981 2.55736 4.45706 0.60 1.83 0.03 -0.01
F 2.36298 2.17503 3.13020 -1.12 -0.24 1.11 -0.18
F 1.99309 1.98986 5.95045 -0.85 -0.04 -1.40 -0.20
F 1.01007 4.27568 4.53469 0.09 -1.69 -0.02 -0.21
O -5.29206 -0.39459 4.23427 -0.31 0.89 -0.09 -0.24
S -4.98146 0.91612 4.71034 0.81 -0.97 0.46 0.60
O -5.26070 1.32105 6.05769 -0.23 0.03 -0.68 -0.26
O -5.61081 2.00769 3.67958 -0.13 0.52 -0.37 -0.34
C -7.00889 1.94026 3.36682 -0.76 -0.10 0.17 -0.27
C -7.86557 2.50623 4.48330 0.05 -0.06 0.25 -0.07
C -3.31012 1.30181 4.32715 0.18 0.18 -0.09 -0.13
H -7.29807 0.91436 3.12718 0.20 -0.02 0.05 0.12
H -7.15674 2.53786 2.46129 0.23 -0.06 -0.03 0.11
H -7.81261 1.87872 5.37311 0.02 -0.01 -0.05 0.08
H -8.91002 2.56591 4.17221 0.06 0.00 -0.08 0.08
H -7.52142 3.50284 4.76788 -0.04 0.00 -0.07 0.08
H -3.11559 1.05670 3.28201 0.00 -0.11 0.08 0.04
H -2.65832 0.71659 4.97762 -0.21 0.06 -0.03 0.08
H -3.15658 2.36392 4.51377 0.12 -0.06 0.10 0.07
N -4.33914 3.78142 1.75318 -0.16 0.00 0.11 0.33
H -5.09609 3.53267 2.41112 0.41 -0.26 0.00 0.11
H -3.66859 3.00297 1.69251 -0.02 -0.02 -0.09 0.14
H -4.73219 3.96158 0.82754 0.21 -0.01 -0.09 0.15
H -3.85708 4.61968 2.08561 0.16 -0.04 -0.13 0.15
O 2.59660 0.04849 -4.06040 0.13 -0.39 0.53 -0.38
S 1.27032 -0.14956 -3.46213 4.25 5.03 -6.86 0.03
O 0.98124 0.95468 -2.51802 0.57 0.23 -0.05 -0.59
O 1.24820 -1.43559 -2.73071 10.62 -4.64 -7.00 -1.07
O 0.25287 -0.17863 -4.51588 -0.48 -0.58 0.63 -0.40
C 2.08607 -0.47303 -10.16826 0.05 0.14 -0.22 -0.11
O 1.52688 -1.01798 -8.97934 0.00 -0.65 0.03 -0.20
P 2.32194 -2.19137 -8.24013 -0.17 0.27 0.99 0.37
O 1.58551 -2.86054 -7.16363 0.17 0.22 -0.81 -0.21
O 3.68514 -1.50297 -7.78847 -0.07 -0.70 -0.83 -0.24
C 3.58489 -0.46255 -6.80284 -0.08 0.57 0.43 -0.08
O 2.78521 -3.12694 -9.45606 0.04 0.41 0.02 -0.23
C 3.80646 -4.08161 -9.19390 0.24 -0.20 0.04 -0.11
H 1.75794 0.56163 -10.26156 -0.07 -0.06 0.13 0.09
H 3.17761 -0.49289 -10.14510 -0.03 -0.01 0.02 0.08
H 1.73180 -1.04064 -11.03083 0.06 0.01 0.01 0.08
H 2.59121 -0.40860 -6.35817 0.12 -0.07 0.14 0.07
H 3.81836 0.49145 -7.28054 -0.02 -0.06 -0.05 0.09
H 4.31017 -0.65313 -6.01580 -0.15 -0.09 0.00 0.09
H 4.72975 -3.57703 -8.90286 -0.05 -0.03 0.07 0.08
H 3.99089 -4.63955 -10.11147 -0.14 0.06 -0.01 0.08
H 3.49570 -4.77231 -8.40800 0.01 0.05 0.01 0.09
Li 7.65309 -2.24881 2.20149 0.87 -0.72 0.62 0.18
Na 0.70229 -0.34611 4.23601 -1.06 1.06 0.73 0.56
Cs -0.18671 -0.99391 -1.61172 -14.78 0.15 11.37 1.75
C -5.73148 -2.77984 6.39049 -0.25 0.40 0.15 -0.55
O -4.72304 -3.62730 6.14936 0.11 -0.03 -0.05 -0.45
H -6.69255 -2.95893 5.83374 -0.10 -0.23 -0.25 0.02
H -6.10527 -2.71994 7.44929 0.09 -0.21 0.29 0.02
H -5.54756 -1.70127 6.16054 0.18 -0.06 0.06 0.00
O -0.81172 6.12917 -3.25597 -0.28 -0.25 0.97 -0.15
C -1.16438 5.76889 -2.05299 -1.36 1.96 -1.63 -0.42
C -0.09078 4.65708 -1.46495 1.52 -2.24 1.40 -0.36
O -0.46028 4.29284 -0.25043 -0.04 0.25 -0.73 -0.20
H -2.15776 5.28848 -1.94225 0.11 -0.72 -0.27 0.08
H -1.19656 6.56302 -1.28075 0.73 0.08 0.14 0.09
H 0.90030 5.13338 -1.56443 -0.26 0.71 0.40 0.11
H -0.03573 3.86324 -2.23374 -0.82 0.02 0.07 0.11
```
Positions in Å, forces in eV/Å.

- E_HOMO (eV) = -0.3
- net charge = -2
- Kohn-Sham gap (eV) = 1.16
- E (eV) = -129902.309

The following is a quantum chemistry calculation of the ion C5H9N4 with charge +1 at a distorted geometry, from the Open Molecules 2025 dataset.

```
18
Properties=species:S:1:pos:R:3:forces:R:3:lowdin_charge:R:1
C -0.70341 1.97583 -1.16410 0.67 0.60 -0.18 -0.13
C 0.65140 -1.44674 0.97954 0.02 0.38 -0.98 0.07
C 1.45503 -2.11686 -0.05120 0.95 0.10 1.05 -0.09
C 0.11202 -1.87172 -0.57458 0.58 -3.79 4.10 -0.21
C -0.88858 2.09438 1.13674 0.09 -2.86 2.68 -0.09
N -0.39366 1.10306 -2.27686 0.68 1.06 -1.65 0.15
N -0.11452 -0.01625 -1.94976 -0.24 2.73 -1.76 0.06
N -0.31711 -0.88084 -1.23351 -2.12 0.86 -0.55 0.19
N -0.60962 1.41819 -0.06536 -0.70 -0.76 0.19 -0.02
H -0.80897 3.07541 -1.35046 -0.24 -1.22 -0.33 0.16
H 0.29433 -2.04579 1.80838 -0.44 0.12 -0.26 0.12
H 0.66730 -0.34234 1.08850 0.12 -1.09 -0.14 0.10
H 2.28149 -1.62189 -0.44592 1.13 1.05 -0.87 0.11
H 1.67519 -3.14656 0.10471 -0.05 -0.69 0.12 0.13
H -0.55159 -2.70390 -0.49610 -0.56 -0.30 -0.21 0.16
H 0.05319 1.97942 1.70202 -0.33 0.68 0.13 0.10
H -1.17732 3.08293 0.98200 -0.62 1.74 0.20 0.06
H -1.62519 1.46367 1.80595 1.06 1.40 -1.54 0.14
```
Positions in Å, forces in eV/Å.

- structure (SMILES) = C/N=C/N=[N+]=NC1CC1
- E_HOMO (eV) = -14.4
- net charge = +1
- Kohn-Sham gap (eV) = 8.78
- E (eV) = -11278.262

The following is a quantum chemistry calculation of a structure of composition C15H31ClCuP2 at a distorted geometry, from the Open Molecules 2025 dataset.

```
50
Properties=species:S:1:pos:R:3:forces:R:3:lowdin_spin:R:1
P -2.31607 1.94838 -4.43651 -1.98 2.01 -2.99 0.07
P -2.20363 -2.18800 -4.59704 0.31 -0.18 -1.22 0.00
C -2.47656 0.49729 -5.51377 0.36 -0.88 -1.19 0.05
C -3.23891 -0.77874 -5.03654 -1.01 0.90 -0.98 0.00
H -1.47567 0.25174 -5.89140 -0.21 -0.13 0.13 0.00
H -3.02421 0.90625 -6.39662 0.45 -0.16 0.69 0.00
H -3.87612 -0.53792 -4.16681 0.31 -0.22 -0.22 0.00
H -3.95732 -1.11835 -5.82199 0.48 0.55 0.27 0.00
C -0.56666 -2.13199 -5.43008 0.43 -0.21 -1.03 0.00
H 0.12716 -2.72138 -4.80726 -0.52 0.28 0.07 0.00
H -0.13433 -1.12833 -5.51482 -0.24 -0.08 -0.06 0.00
H -0.49193 -2.64444 -6.39325 -0.30 0.32 -0.28 0.00
C -3.12983 -3.68956 -5.04768 -0.34 -0.35 -0.35 0.00
H -3.30840 -3.85749 -6.10772 -0.10 0.06 -0.24 0.00
H -4.10231 -3.70044 -4.50941 0.63 0.08 -0.28 0.00
H -2.50680 -4.51545 -4.66041 -0.29 0.30 -0.16 0.00
C -1.99067 3.39334 -5.61598 0.53 0.54 -0.53 -0.02
H -2.35033 4.33949 -5.18998 0.04 -0.37 -0.20 0.00
H -2.55506 3.21591 -6.53742 0.00 -0.15 0.32 0.00
H -0.95024 3.55666 -5.92345 -0.27 -0.26 0.26 0.00
C -4.15945 2.41647 -4.77623 -0.17 -0.30 0.06 -0.05
H -4.80611 1.64971 -4.36072 -0.25 -0.03 0.05 0.00
H -4.31058 2.45582 -5.85883 -0.11 -0.05 0.25 0.00
H -4.41771 3.39702 -4.35845 0.05 -0.31 -0.01 0.00
Cu -1.62680 -2.74908 -2.82621 0.94 0.16 4.03 0.00
C 0.14488 1.22880 -3.05961 -0.12 -2.38 -0.71 0.38
C -0.32780 2.17011 -3.98332 2.60 0.30 -0.49 -0.01
C 0.06135 3.60397 -3.46470 -0.96 -0.19 -0.36 0.04
C -0.97525 4.05526 -2.42597 0.17 0.58 -0.05 0.05
C -2.30775 3.57044 -2.84037 -1.42 0.98 2.90 0.33
C -2.78976 2.26084 -2.55186 1.19 -0.15 0.71 0.00
C -2.04785 1.11719 -1.82273 0.32 -0.07 0.16 0.02
C -0.49140 1.01939 -1.76907 -0.29 -0.13 1.49 0.06
C -1.29136 -2.57117 -0.88115 -0.57 0.68 -0.34 0.00
H 0.70876 0.33702 -3.39124 -0.16 0.66 -0.15 0.02
H 0.14507 2.04547 -4.97576 -0.34 -0.21 0.37 0.00
H 0.08630 4.34891 -4.27540 -0.02 -0.49 0.20 0.00
H 1.05428 3.56930 -3.01476 -0.08 -0.07 -0.17 0.00
H -0.71031 3.70222 -1.41750 -0.13 0.06 -0.35 0.01
H -1.00189 5.15211 -2.42006 0.09 -0.22 0.24 0.00
H -3.03247 4.35037 -3.09132 0.10 -0.50 -0.03 0.01
H -3.87560 2.10868 -2.42070 0.61 0.23 -0.59 0.00
H -2.38114 0.17175 -2.28032 -0.08 0.04 0.18 0.00
H -2.40636 1.07507 -0.78782 -0.03 0.09 -0.15 0.00
H -0.07296 1.64684 -0.96687 -0.14 0.21 -0.15 0.02
H -0.25081 -0.00765 -1.43924 -0.33 0.31 -0.08 0.00
H -1.49114 -3.58241 -0.53381 0.19 0.01 0.39 0.00
H -1.96549 -1.83910 -0.42814 0.13 -0.04 0.53 0.00
H -0.24146 -2.27944 -0.77750 -0.04 -0.18 0.29 0.00
Cl -0.10007 -4.33754 -3.21788 0.56 -1.05 -0.25 0.00
```
Positions in Å, forces in eV/Å.

- E_HOMO (spin up / spin down) (eV) = -5.5 / -5.5
- 2S+1 = 2
- <S²> = 0.866
- net charge = 0
- Kohn-Sham gap (spin up / spin down) (eV) = 2.99 / 3.71
- E (eV) = -91789.292

Q: net charge of number 1 (C20H43AlCsF5LiN3NaO18PS3)?
A: -2

Q: Which value of net charge does entry 3 give?
A: 0

Q: Which value of net charge does entry 1 give?
A: -2